(1)
The following is a DFT calculation (ωB97M-V/def2-TZVPD) of the molecule C2H3FSi.

Element x y z (Å)
C 1.123 -0.831 0.023
C 1.982 0.199 0.002
F 3.322 0.212 -0.008
Si -0.222 0.475 0.004
H 1.227 -1.912 0.040
H -0.875 0.838 -1.237
H -0.781 1.099 1.195

The HOMO energy comes out at -8.968 eV. As for the relative energy (zero: lowest compared OMol25 entry of this formula, charge and spin): 75.1 kcal/mol. As for the net charge: 0. Its SMILES is FC1=C[SiH2]1.


(2)
The following is a DFT calculation (ωB97M-V/def2-TZVPD) of an isolated ion of composition C4H10N3S and charge +1.

Element x y z (Å)
C 0.133 1.141 1.201
C 0.838 0.039 1.370
C -0.728 -0.212 -0.338
C 1.388 -1.449 -0.743
N -0.751 1.090 0.159
N -1.030 2.060 -0.685
N 0.422 -0.913 0.296
S -2.171 -1.163 0.476
H 0.370 2.043 1.847
H 1.467 -0.291 2.189
H -0.836 -0.292 -1.357
H 1.576 -0.563 -1.373
H 2.386 -1.644 -0.172
H 1.053 -2.251 -1.325
H -0.408 2.222 -1.418
H -1.095 2.900 -0.220
H 0.222 -1.853 0.731
H -2.836 -0.863 -0.637

The HOMO energy comes out at -12.522 eV. As for the relative energy (zero: lowest compared OMol25 entry of this formula, charge and spin): 86.7 kcal/mol. As for the net charge: +1. Its SMILES is C[N@H+]1C=CN(N)[C@@H]1S.


(3)
The following is a DFT calculation (ωB97M-V/def2-TZVPD) of the molecule C5H7NO.

Element x y z (Å)
C 1.427 -1.514 0.393
C 0.457 -0.383 -0.107
C 0.138 0.457 -1.122
C -1.052 1.356 -0.709
N -1.537 2.262 -1.464
O -1.406 0.964 0.569
C -0.480 -0.148 1.003
H 1.654 -1.509 1.491
H 1.039 -2.535 0.230
H 2.391 -1.419 -0.086
H 0.611 0.548 -2.110
H -2.322 2.851 -1.165
H 0.093 0.153 1.894
H -1.017 -1.095 1.201

The HOMO energy comes out at -9.340 eV. As for the relative energy (zero: lowest compared OMol25 entry of this formula, charge and spin): 35.6 kcal/mol. As for the net charge: 0. Its SMILES is [H]/N=C1/C=C(C)CO1.


(4)
The following is a DFT calculation (ωB97M-V/def2-TZVPD) of a 2-piece molecular cluster, C3H9N3O3S overall.

Element x y z (Å)
C -0.954 1.075 -0.734
C 0.228 -2.416 -0.873
C -0.461 -1.185 -0.433
N -1.448 1.770 -1.793
N -0.917 1.495 0.473
N -0.386 -0.122 -1.114
O 0.270 0.675 2.627
O 2.568 1.080 1.655
O 1.464 -1.113 1.417
S 1.654 -0.097 2.440
H -0.446 -3.272 -0.818
H 0.630 -2.301 -1.877
H 1.045 -2.590 -0.171
H -1.063 -1.259 0.476
H -1.869 2.672 -1.671
H -1.444 1.349 -2.705
H -1.291 2.428 0.609
H -0.219 0.937 1.772
H 2.639 0.875 0.719

The HOMO energy comes out at -9.809 eV. As for the relative energy (zero: lowest compared OMol25 entry of this formula, charge and spin): 0.0 kcal/mol. As for the net charge: 0.


(5)
The following is a DFT calculation (ωB97M-V/def2-TZVPD) of a 2-piece molecular cluster, HN2O6S overall.

Element x y z (Å)
N -0.830 1.456 1.523
N -1.490 0.549 1.274
O -0.050 2.140 0.884
O -0.826 0.559 -0.574
O -0.157 1.628 -0.602
O -2.230 -0.210 1.679
O 0.365 -0.787 0.084
O 1.337 -1.051 -0.662
S 1.408 -2.499 -1.568
H 2.473 -1.784 -2.038

The HOMO energy (spin up / spin down) comes out at -14.702 / -14.215 eV. As for the relative energy (zero: lowest compared OMol25 entry of this formula, charge and spin): 52.4 kcal/mol. As for the net charge: +1.


(6)
The following is a DFT calculation (ωB97M-V/def2-TZVPD) of a 2-piece molecular cluster, C2H9NO overall.

Element x y z (Å)
N 0.348 0.988 -1.345
C 1.610 1.521 -0.819
C -0.198 0.241 -0.219
H 0.474 0.420 -2.192
H 1.417 2.112 0.092
H 2.136 2.160 -1.548
H 2.266 0.674 -0.557
H -0.133 0.840 0.705
H 0.413 -0.669 -0.092
H -1.249 -0.059 -0.370
O -2.122 -2.459 1.962
H -2.794 -2.998 1.487
H -2.168 -2.770 2.894

The HOMO energy comes out at -8.538 eV. As for the relative energy (zero: lowest compared OMol25 entry of this formula, charge and spin): 16.6 kcal/mol. As for the net charge: 0. Its SMILES is CNC.O.


(7)
The following is a DFT calculation (ωB97M-V/def2-TZVPD) of C24H21ClInN7O4S as an isolated structure.

Element x y z (Å)
In -0.414 -0.440 -1.004
O 1.126 -5.650 -0.579
C 1.812 -5.121 0.441
C 2.395 -6.010 1.348
C 3.107 -5.551 2.433
C 3.260 -4.185 2.644
C 2.702 -3.295 1.753
C 1.973 -3.737 0.643
C 1.417 -2.727 -0.273
O 1.568 -1.505 -0.067
N 0.802 -3.215 -1.377
N 0.327 -2.259 -2.132
C -0.073 -2.409 -3.340
C -0.414 -1.222 -4.079
C -0.762 -1.291 -5.432
C -0.942 -0.121 -6.140
C -0.794 1.092 -5.480
C -0.481 1.076 -4.128
N -0.294 -0.044 -3.450
H 0.820 -4.903 -1.152
H 2.263 -7.067 1.169
H 3.546 -6.262 3.122
H 3.812 -3.828 3.502
H 2.816 -2.228 1.889
H -0.065 -3.377 -3.834
H -0.877 -2.257 -5.902
H -1.191 -0.147 -7.193
H -0.923 2.031 -5.998
H -0.390 1.989 -3.554
N -0.309 7.209 2.889
C -0.456 6.018 2.234
C -1.509 5.154 2.563
C -1.716 3.999 1.841
C -0.877 3.690 0.787
C 0.187 4.512 0.461
C 0.397 5.672 1.176
S -1.106 2.169 -0.083
O -2.346 1.552 0.322
O -0.953 2.369 -1.504
N 0.127 1.207 0.364
C -0.096 0.643 1.572
N -0.385 -0.668 1.571
C -0.485 -1.278 2.737
C -0.370 -0.585 3.932
C -0.200 0.788 3.827
N -0.054 1.400 2.666
H -0.812 7.348 3.752
H 0.552 7.721 2.775
H -2.166 5.406 3.384
H -2.532 3.331 2.072
H 0.835 4.240 -0.358
H 1.221 6.323 0.918
H -0.671 -2.347 2.706
H -0.440 -1.084 4.885
H -0.177 1.435 4.698
Cl -2.959 -2.143 -2.331
C -2.644 -0.738 -1.354
H -3.210 -0.823 -0.430
H -2.971 0.143 -1.902

The HOMO energy comes out at -8.028 eV. As for the net charge: 0.


(8)
The following is a DFT calculation (ωB97M-V/def2-TZVPD) of C34H36BrInN4O4P2S2 as an isolated structure.

Element x y z (Å)
In 0.101 1.060 -0.945
O -3.121 4.041 0.576
C -4.213 3.261 0.581
C -5.386 3.792 1.108
C -6.532 3.030 1.121
C -6.548 1.724 0.608
C -5.402 1.191 0.088
C -4.200 1.940 0.069
C -2.986 1.361 -0.437
O -1.886 1.998 -0.454
N -3.080 0.095 -0.958
N -1.926 -0.479 -1.217
C -2.095 -1.627 -1.895
S -3.650 -2.261 -2.222
C -3.046 -3.579 -3.317
C -1.685 -4.013 -2.823
S -0.737 -2.503 -2.467
H -2.406 3.535 0.149
H -5.370 4.803 1.492
H -7.441 3.454 1.528
H -7.463 1.149 0.618
H -5.397 0.192 -0.321
H -3.017 -3.185 -4.333
H -3.760 -4.400 -3.270
H -1.129 -4.577 -3.570
H -1.751 -4.594 -1.904
C 4.315 1.297 -0.430
O 3.200 0.425 -0.221
C 3.508 -0.908 -0.110
C 4.801 -1.401 -0.044
C 5.014 -2.773 0.035
Br 6.781 -3.415 0.110
C 3.959 -3.658 0.049
C 2.658 -3.164 0.013
C 2.433 -1.795 -0.060
O 1.155 -1.272 -0.141
C 1.523 -4.103 -0.058
N 1.439 -5.099 -0.884
C 0.199 -5.679 -0.633
C -0.396 -6.788 -1.231
C -1.660 -7.145 -0.804
C -2.326 -6.422 0.201
C -1.746 -5.323 0.809
C -0.474 -4.972 0.369
N 0.385 -3.936 0.715
H 4.879 0.995 -1.313
H 4.970 1.310 0.443
H 3.906 2.291 -0.575
H 5.654 -0.741 -0.069
H 4.122 -4.726 0.082
H 0.536 -2.010 -0.264
H 0.128 -7.348 -1.994
H -2.147 -8.009 -1.237
H -3.309 -6.744 0.518
H -2.256 -4.782 1.596
H 0.361 -3.429 1.584
C -0.684 2.247 2.546
P 0.697 1.574 1.574
C 1.374 0.265 2.625
C 1.924 2.922 1.538
C 2.786 3.084 2.621
C 3.715 4.113 2.644
C 3.790 5.004 1.585
C 2.942 4.855 0.500
C 2.010 3.818 0.455
P 0.954 3.641 -1.016
C -0.246 5.003 -0.904
C 1.974 4.048 -2.459
H -0.340 2.507 3.548
H -1.478 1.502 2.622
H -1.091 3.139 2.072
H 1.488 0.605 3.653
H 2.331 -0.077 2.238
H 0.673 -0.569 2.613
H 2.742 2.403 3.461
H 4.377 4.220 3.494
H 4.508 5.813 1.602
H 3.017 5.557 -0.321
H 0.276 5.955 -1.008
H -0.748 4.994 0.063
H -0.988 4.916 -1.697
H 2.369 5.062 -2.403
H 1.348 3.970 -3.349
H 2.796 3.341 -2.557

The HOMO energy (spin up / spin down) comes out at -12.913 / -12.562 eV. As for the relative energy (zero: lowest compared OMol25 entry of this formula, charge and spin): 58.9 kcal/mol. As for the net charge: +2.


(9)
The following is a DFT calculation (ωB97M-V/def2-TZVPD) of C37H37GeInNO6S2 as an isolated structure.

Element x y z (Å)
In 1.356 0.771 -0.056
O 1.937 0.195 1.998
S 1.101 -0.781 2.845
C 1.526 -0.305 4.525
C 0.937 1.040 4.938
C 1.614 2.246 4.265
C 0.799 2.785 3.094
S 1.680 3.702 1.777
O 1.680 2.795 0.553
C 3.351 3.723 2.364
C 4.287 2.811 1.905
C 5.582 2.884 2.397
C 5.920 3.851 3.333
C 4.974 4.767 3.773
C 3.680 4.715 3.279
C 1.949 -2.337 2.764
C 1.243 -3.474 3.135
C 1.880 -4.702 3.075
C 3.193 -4.780 2.630
C 3.876 -3.636 2.245
C 3.256 -2.397 2.311
H 2.617 -0.313 4.574
H 1.144 -1.122 5.142
H 1.055 1.109 6.020
H -0.141 1.047 4.755
H 2.610 1.954 3.930
H 1.756 3.039 4.999
H 0.024 3.474 3.429
H 0.305 1.989 2.536
H 4.015 2.072 1.164
H 6.330 2.190 2.040
H 6.932 3.904 3.709
H 5.247 5.533 4.485
H 2.943 5.443 3.593
H 0.209 -3.406 3.451
H 1.348 -5.599 3.360
H 3.683 -5.743 2.573
H 4.893 -3.707 1.885
H 3.764 -1.497 1.998
O 3.103 1.041 -1.365
N 3.559 -0.104 -1.206
O 2.842 -0.820 -0.486
O -0.366 1.507 -1.163
C -1.155 1.134 -0.250
O -0.650 0.561 0.771
C -2.626 1.381 -0.349
C -3.082 1.488 -1.795
Ge -2.894 -0.182 -2.833
C -2.136 0.305 -4.552
C -0.901 0.957 -4.575
C -0.337 1.371 -5.772
C -1.006 1.146 -6.966
C -2.240 0.515 -6.958
C -2.801 0.099 -5.758
C -4.610 -1.087 -2.962
C -4.786 -2.182 -3.807
C -5.994 -2.860 -3.851
C -7.046 -2.459 -3.040
C -6.886 -1.378 -2.188
C -5.676 -0.698 -2.153
C -1.699 -1.365 -1.823
C -0.356 -1.553 -2.147
C 0.470 -2.324 -1.339
C -0.041 -2.932 -0.196
C -1.383 -2.785 0.118
C -2.201 -2.009 -0.693
H -2.818 2.303 0.213
H -3.126 0.585 0.203
H -2.489 2.245 -2.309
H -4.124 1.805 -1.852
H -0.377 1.160 -3.647
H 0.620 1.876 -5.773
H -0.569 1.469 -7.902
H -2.769 0.348 -7.887
H -3.770 -0.384 -5.769
H -3.970 -2.521 -4.435
H -6.115 -3.705 -4.516
H -7.989 -2.988 -3.074
H -7.704 -1.061 -1.555
H -5.577 0.155 -1.491
H 0.057 -1.092 -3.035
H 1.510 -2.464 -1.606
H 0.603 -3.536 0.433
H -1.795 -3.280 0.989
H -3.253 -1.922 -0.443

The HOMO energy comes out at -10.931 eV. As for the relative energy (zero: lowest compared OMol25 entry of this formula, charge and spin): 0.0 kcal/mol. As for the net charge: +1.


(10)
The following is a DFT calculation (ωB97M-V/def2-TZVPD) of FRb as an isolated structure.

Element x y z (Å)
Rb 0.072 1.284 -0.582
F -0.072 -1.284 0.582

The HOMO energy comes out at -7.958 eV. As for the relative energy (zero: lowest compared OMol25 entry of this formula, charge and spin): 9.8 kcal/mol. As for the net charge: 0.


(11)
The following is a DFT calculation (ωB97M-V/def2-TZVPD) of a 2-piece molecular cluster, C10H15BF3N overall.

Element x y z (Å)
C -3.473 0.448 0.206
N -2.086 0.759 -0.155
C -1.900 1.840 -1.107
C -1.099 0.103 0.423
C 0.323 0.315 0.312
C 0.995 1.282 -0.492
C 2.381 1.343 -0.518
C 3.142 0.477 0.261
C 4.638 0.567 0.171
F 5.272 -0.340 0.967
F 5.067 0.349 -1.117
F 5.087 1.814 0.534
C 2.527 -0.459 1.088
C 1.144 -0.529 1.113
H -4.123 1.084 -0.396
H -3.700 -0.610 0.031
H -3.653 0.668 1.268
H -2.897 2.146 -1.434
H -1.401 2.696 -0.633
H -1.318 1.511 -1.977
H -1.426 -0.662 1.134
H 0.451 2.013 -1.084
H 2.877 2.079 -1.146
H 3.119 -1.119 1.711
H 0.649 -1.239 1.779
H -1.601 -2.169 -0.012
B -2.119 -3.309 -0.188
H -3.345 -3.196 -0.215
H -1.733 -3.790 -1.251
H -1.799 -4.069 0.725

The HOMO energy comes out at -8.055 eV. As for the net charge: 0.


(12)
The following is a DFT calculation (ωB97M-V/def2-TZVPD) of a 2-piece molecular cluster, C4H6N2 overall.

Element x y z (Å)
C 3.127 0.435 1.691
C 3.292 1.674 2.436
N 3.376 2.726 2.994
H 2.959 0.682 0.643
H 2.334 -0.140 2.170
H 4.095 -0.065 1.676
C -3.477 -0.556 -2.248
C -2.709 -1.486 -1.413
N -2.104 -2.235 -0.778
H -4.230 -1.068 -2.845
H -2.755 -0.027 -2.870
H -3.907 0.059 -1.457

The HOMO energy comes out at -11.430 eV. As for the relative energy (zero: lowest compared OMol25 entry of this formula, charge and spin): 26.7 kcal/mol. As for the net charge: 0. Its SMILES is CC#N.CC#N.


(13)
The following is a DFT calculation (ωB97M-V/def2-TZVPD) of an isolated ion of composition C5H10NO and charge -1.

Element x y z (Å)
N 0.620 -0.479 -1.109
C 1.616 -0.315 -0.099
C 1.239 0.822 0.834
C -0.243 0.830 0.844
C -0.690 0.195 -0.569
C -2.030 -0.653 -0.387
O -2.823 -0.152 0.536
H 0.598 -1.518 -1.462
H 2.544 -0.377 -0.651
H 1.789 -1.131 0.571
H 1.638 1.703 0.292
H 1.727 0.751 1.849
H -0.566 1.828 0.876
H -0.474 0.075 1.625
H -0.873 0.917 -1.391
H -1.699 -1.787 -0.246
H -2.372 -0.708 -1.513

The HOMO energy comes out at -2.405 eV. As for the relative energy (zero: lowest compared OMol25 entry of this formula, charge and spin): 31.7 kcal/mol. As for the net charge: -1. Its SMILES is [O-]C[C@H]1CCCN1.


(14)
The following is a DFT calculation (ωB97M-V/def2-TZVPD) of a 3-piece molecular cluster, C2H10O2S2 overall.

Element x y z (Å)
C 0.499 0.438 0.783
C -0.787 0.856 0.028
S -0.458 0.366 -1.735
S -1.857 1.537 -2.780
H 1.360 1.062 0.574
H 0.712 -0.608 0.531
H 0.356 0.470 1.883
H -0.915 1.962 0.227
H -1.667 0.296 0.298
H -2.670 2.089 -1.868
H -2.602 -3.504 -0.253
H -2.572 -1.995 0.057
O -2.147 -2.830 0.262
H 4.324 0.254 -0.024
H 3.779 -0.317 1.190
O 4.645 -0.077 0.827

The HOMO energy comes out at -8.392 eV. As for the relative energy (zero: lowest compared OMol25 entry of this formula, charge and spin): 26.0 kcal/mol. As for the net charge: 0. Its SMILES is CCSS.O.O.


(15)
The following is a DFT calculation (ωB97M-V/def2-TZVPD) of the molecule C6H14N2.

Element x y z (Å)
C -1.674 0.435 1.392
C -1.335 0.918 -1.037
C -0.611 0.633 0.293
N -0.381 -1.850 -0.237
C 0.328 -0.646 0.210
H 0.266 -2.636 -0.213
H -0.645 -1.740 -1.215
H 0.684 -0.846 1.231
H -2.325 1.314 1.479
H -2.044 0.121 -1.285
H -2.319 -0.424 1.178
H -1.211 0.269 2.371
H -0.638 1.018 -1.875
H -1.913 1.849 -0.983
N 0.147 1.852 0.654
C 1.542 -0.472 -0.678
C 2.726 -1.062 -0.463
H 0.645 1.690 1.529
H 0.867 2.028 -0.045
H 1.447 0.182 -1.542
H 2.883 -1.740 0.372
H 3.562 -0.893 -1.135

The HOMO energy comes out at -8.996 eV. As for the relative energy (zero: lowest compared OMol25 entry of this formula, charge and spin): 17.1 kcal/mol. As for the net charge: 0. Its SMILES is C=C[C@H](N)C(C)(C)N.


(16)
The following is a DFT calculation (ωB97M-V/def2-TZVPD) of a 4-piece molecular cluster, C10H15ClN4O4 overall.

Element x y z (Å)
N -2.391 0.725 2.198
C -2.108 -0.614 1.695
O -0.722 -0.834 1.433
C 0.075 -0.670 2.519
O 0.282 -1.537 3.312
O 0.632 0.550 2.646
C 1.076 1.157 1.430
C 0.326 2.468 1.242
O -0.539 2.618 0.448
Cl 0.852 3.804 2.269
H -2.822 1.272 1.461
H -3.114 0.648 2.905
H -2.626 -0.731 0.748
H -2.528 -1.343 2.390
H 0.890 0.562 0.547
H 2.135 1.395 1.486
C 3.652 2.684 -2.337
C 3.289 1.651 -1.381
N 3.004 0.836 -0.625
H 2.948 2.704 -3.168
H 3.647 3.665 -1.865
H 4.647 2.504 -2.739
C -0.900 0.360 -2.505
C -2.182 -0.206 -2.126
N -3.194 -0.651 -1.818
H -0.590 1.130 -1.797
H -0.134 -0.413 -2.523
H -0.950 0.814 -3.494
C -0.517 -4.395 -0.023
C -0.297 -3.487 -1.136
N -0.114 -2.765 -2.007
H -0.097 -5.376 -0.237
H -0.048 -4.010 0.883
H -1.581 -4.513 0.171

The HOMO energy comes out at -10.240 eV. As for the net charge: 0. Its SMILES is NCOC(=O)OCC(=O)Cl.CC#N.CC#N.CC#N.